Formula: C33H51BN6S6Tc
Source: the OMol25 dataset
Level of theory: the ωB97M-V functional and the def2-TZVPD basis

Calculated values
Multiplicity ... 2
LUMO level (spin up / spin down) ... -0.277 / -0.285 hartree
Gap between HOMO and LUMO (spin up / spin down) ... 5.1 / 4.9 eV
DFT total energy ... -111865.8043 eV
Highest occupied orbital energy (spin up / spin down) ... -12.6131 / -12.6163 eV
Charge ... +2

Structure (XYZ):
```
98
Properties=species:S:1:pos:R:3:mulliken_spin:R:1
Tc -0.25 2.71 -0.39 0.584
C -0.53 0.91 -5.35 -0.005
C -0.44 0.09 -4.09 0.005
C -0.68 -1.25 -4.06 -0.003
C -0.63 -1.98 -2.85 0.003
N -0.31 -1.39 -1.72 0.015
N -0.06 -0.07 -1.76 -0.018
B 0.32 0.53 -0.34 0.009
N -0.67 -0.08 0.73 0.056
N -0.17 -0.82 1.73 -0.003
C -1.04 -1.37 2.54 0.001
C -2.43 -1.28 2.29 -0.003
C -2.92 -0.48 1.31 0.005
C -4.39 -0.27 1.05 0.001
C -1.95 0.22 0.56 -0.001
S -2.30 1.50 -0.56 0.106
C -0.54 -2.09 3.79 0.001
C -1.13 -1.36 5.01 0.001
C 0.98 -2.07 3.89 0.001
C -1.04 -3.54 3.76 0.001
N 1.80 0.21 -0.03 0.021
N 2.13 -1.09 -0.11 0.002
C 3.40 -1.40 -0.02 0.001
C 4.37 -0.38 0.18 0.005
C 4.02 0.93 0.28 -0.001
C 5.02 2.04 0.47 0.000
C 2.64 1.21 0.15 0.016
S 2.04 2.84 0.15 -0.003
C 3.77 -2.87 -0.23 0.001
C 5.24 -3.13 0.10 0.000
C 3.51 -3.17 -1.71 0.000
C 2.90 -3.78 0.64 0.001
C -0.15 0.70 -2.84 -0.003
S 0.09 2.42 -2.69 -0.021
C -0.94 -3.47 -2.81 0.000
C -2.36 -3.68 -3.36 0.000
C -0.85 -4.00 -1.38 0.000
C 0.07 -4.21 -3.70 0.000
H -0.75 0.27 -6.20 0.000
H 0.40 1.44 -5.54 0.000
H -1.31 1.66 -5.26 0.002
H -0.94 -1.76 -4.97 0.000
H -3.12 -1.83 2.92 0.000
H -4.99 -0.89 1.70 0.000
H -4.63 -0.50 0.01 0.001
H -4.66 0.78 1.22 -0.001
H -0.81 -0.31 5.04 0.000
H -0.79 -1.84 5.93 0.000
H -2.23 -1.38 5.02 0.000
H 1.37 -1.05 3.89 0.000
H 1.44 -2.60 3.06 0.000
H 1.27 -2.55 4.83 0.000
H -2.13 -3.62 3.78 0.000
H -0.66 -4.07 4.63 0.000
H -0.67 -4.06 2.86 0.000
H 5.42 -0.65 0.22 0.000
H 6.03 1.63 0.54 0.000
H 4.80 2.60 1.38 0.001
H 4.98 2.74 -0.36 0.000
H 5.92 -2.65 -0.60 0.000
H 5.43 -4.20 0.05 0.000
H 5.50 -2.81 1.12 0.000
H 4.15 -2.58 -2.37 0.000
H 2.47 -2.96 -1.97 0.000
H 3.71 -4.23 -1.92 0.000
H 3.16 -3.67 1.69 0.000
H 3.06 -4.82 0.35 0.000
H 1.83 -3.55 0.52 0.000
H -3.10 -3.11 -2.79 0.000
H -2.62 -4.74 -3.28 0.000
H -2.45 -3.40 -4.41 0.000
H -1.62 -3.56 -0.74 0.000
H 0.12 -3.80 -0.93 0.000
H -1.00 -5.09 -1.40 0.000
H 0.03 -3.87 -4.74 0.000
H -0.17 -5.28 -3.71 0.000
H 1.09 -4.09 -3.34 0.000
C -0.27 4.95 3.72 0.005
C -0.23 4.53 2.28 0.093
S -0.79 3.03 1.87 -0.040
C 0.20 5.46 1.25 0.056
C 0.63 6.86 1.59 0.003
S 0.11 5.03 -0.34 0.070
H -0.73 4.18 4.34 0.002
H -0.82 5.88 3.85 0.008
H 0.75 5.12 4.08 0.006
H 0.47 7.11 2.63 -0.001
H 0.10 7.58 0.96 0.005
H 1.69 6.97 1.37 0.003
C -4.33 5.07 -2.61 -0.001
S -3.66 5.01 -0.94 0.013
C -4.79 6.16 -0.14 0.000
H -4.30 6.08 -3.00 0.000
H -5.35 4.69 -2.64 0.001
H -3.70 4.44 -3.24 0.000
H -5.81 5.77 -0.14 0.001
H -4.77 7.13 -0.64 0.000
H -4.46 6.29 0.89 0.000
```

---

Formula: C17H19I2N4OPdS
Source: the OMol25 dataset
Level of theory: the ωB97M-V functional and the def2-TZVPD basis

Calculated values
Multiplicity ... 5
LUMO level (spin up / spin down) ... -0.325 / -0.497 hartree
Gap between HOMO and LUMO (spin up / spin down) ... 8.3 / 3.6 eV
DFT total energy ... -56432.9928 eV
Highest occupied orbital energy (spin up / spin down) ... -17.1681 / -17.0731 eV
Charge ... +3

Structure (XYZ):
```
45
Properties=species:S:1:pos:R:3:mulliken_spin:R:1
Pd 0.27 -0.32 0.35 1.380
I -1.54 3.34 6.81 0.496
C -0.64 2.42 5.26 0.219
C 0.55 1.70 5.49 0.139
C 1.16 1.07 4.43 0.126
I 2.88 0.03 4.75 0.690
C 0.60 1.12 3.08 0.092
O 1.19 0.53 2.13 0.272
C -0.61 1.90 2.89 0.041
C -1.15 2.13 1.50 0.012
N -1.54 0.90 0.79 0.123
C -2.61 0.11 1.45 -0.019
C -2.19 -1.31 1.74 0.026
C -3.01 -2.16 2.46 0.004
C -2.62 -3.48 2.63 -0.006
C -1.43 -3.93 2.08 0.010
C -0.65 -3.03 1.39 0.019
N -1.03 -1.74 1.23 0.143
C -1.20 2.51 3.95 -0.021
H 0.98 1.64 6.49 -0.010
H -2.00 2.81 1.58 0.004
H -0.39 2.63 0.90 0.005
H -1.85 1.16 -0.14 -0.006
H -2.91 0.60 2.37 0.004
H -3.48 0.09 0.80 0.004
H -3.94 -1.79 2.86 0.002
H -3.25 -4.16 3.19 0.000
H -1.11 -4.95 2.17 0.000
H 0.29 -3.32 0.96 0.007
H -2.09 3.11 3.80 0.003
S 1.70 -1.06 -1.35 0.240
C 2.63 0.33 -1.90 -0.031
N 2.65 0.59 -3.19 0.004
C 3.43 1.71 -3.77 0.000
C 4.67 1.95 -2.93 0.001
C 4.30 2.12 -1.47 -0.002
N 3.33 1.06 -1.05 0.018
H 2.15 -0.04 -3.80 0.005
H 2.79 2.60 -3.79 0.000
H 3.68 1.46 -4.79 0.000
H 5.18 2.84 -3.28 0.000
H 5.35 1.10 -3.05 0.000
H 3.86 3.09 -1.28 0.001
H 5.17 2.02 -0.84 0.000
H 3.33 0.76 -0.10 0.004
```

---

Q: Look up the DFT total energy of the second one.
A: -56432.9928 eV